w:
A structure of composition C6H9NO. Source: OMol25; level of theory: wB97M-V/def2-TZVPD.

Each line ends with the Löwdin charge.
Element x y z (Å)
C  -2.104  1.133  1.024  -0.05
H  1.533  0.073  -1.842  0.10
C  0.030  -0.618  0.771  0.07
H  -2.805  0.402  1.422  0.09
H  1.941  -0.190  1.157  0.08
H  1.314  1.487  -0.595  0.10
C  1.479  -0.377  0.282  -0.32
H  0.610  -2.010  -0.843  0.08
H  -2.475  2.111  0.687  0.09
C  0.761  -1.705  0.128  -0.13
N  -1.599  -0.084  -1.078  -0.08
H  2.808  0.835  -0.916  0.05
H  -1.431  1.298  1.889  0.09
O  -1.263  -0.592  -2.073  0.05
C  1.819  0.494  -0.841  -0.08
C  -1.525  0.268  0.027  -0.23
H  0.906  -2.525  0.800  0.10

As for the lowest unoccupied orbital energy (alpha / beta): -0.2 / -0.2 eV. As for the HOMO energy (alpha / beta): -7.8 / -8.2 eV. The charge is 0. For the frontier orbital gap (alpha / beta), the calculation gives 7.61 / 7.96 eV.

x:
The molecule C6H9NO. Source: OMol25; level of theory: wB97M-V/def2-TZVPD.

Each line ends with the Löwdin charge.
Element x y z (Å)
H  -2.459  0.621  -0.657  0.10
H  -0.665  -2.732  0.694  0.07
N  1.635  1.035  -0.672  0.10
H  -1.555  0.826  1.887  0.11
C  -1.414  0.598  -0.991  -0.02
C  1.786  -0.243  -0.567  -0.54
H  2.503  1.441  -1.031  0.06
H  1.100  -2.824  0.096  0.07
C  0.214  -2.235  0.303  0.07
H  -0.555  2.077  1.137  0.09
C  -0.596  1.017  1.385  -0.03
O  2.588  -1.123  -0.747  0.06
H  -1.145  1.611  -1.296  0.10
C  -0.567  0.178  0.157  -0.25
H  -1.320  -0.075  -1.840  0.09
C  0.239  -0.937  0.076  -0.18
H  0.211  0.766  2.068  0.09

As for the lowest unoccupied orbital energy: -0.8 eV. As for the HOMO energy: -9.1 eV. The charge is 0. For the frontier orbital gap, the calculation gives 8.27 eV.

y:
A cluster of 2 separate species, C6H9NO in total. Source: OMol25; level of theory: wB97M-V/def2-TZVPD.

Each line ends with the Löwdin charge.
Element x y z (Å)
H  0.732  -0.384  -2.359  0.17
C  0.257  1.075  1.893  0.02
C  0.311  -0.488  -1.245  -0.22
H  0.966  1.884  2.150  0.10
H  1.470  1.018  -0.086  0.18
N  1.243  -0.786  0.011  0.01
H  0.899  -1.675  0.303  0.08
H  -0.411  0.713  2.748  0.13
C  1.018  0.281  0.728  -0.38
C  -0.680  0.629  -0.880  -0.16
H  -1.689  -1.632  -0.970  0.15
O  -1.028  -0.479  1.109  -0.20
C  -1.128  -0.737  -1.491  -0.08
H  -1.396  -0.468  -2.574  0.12
C  -0.428  0.761  0.574  -0.37
H  0.319  -1.181  1.684  0.32
H  -0.455  1.468  -1.594  0.15

As for the lowest unoccupied orbital energy: 0.0 eV. As for the HOMO energy: -8.4 eV. The charge is 0. For the frontier orbital gap, the calculation gives 8.35 eV.

z:
A cluster of 2 separate species, C6H9NO in total. Source: OMol25; level of theory: wB97M-V/def2-TZVPD.

Each line ends with the Löwdin charge.
Element x y z (Å)
H  0.168  -1.478  2.674  0.07
C  0.441  -1.281  1.651  0.05
H  1.325  -1.767  1.265  0.04
H  2.451  -1.729  -1.606  0.05
O  0.430  2.271  0.666  0.03
H  -2.364  -1.080  -0.438  0.08
H  2.021  0.701  -0.041  0.06
N  2.415  -1.177  -0.748  0.02
C  2.073  0.023  -0.903  -0.14
H  -3.140  0.430  0.033  0.08
C  -2.254  0.001  -0.436  -0.06
C  -0.624  1.817  0.268  -0.25
H  -2.212  0.343  -1.468  0.08
C  -1.012  0.413  0.303  -0.27
H  -1.352  2.461  -0.266  0.13
C  -0.218  -0.457  0.907  -0.05
H  1.852  0.509  -1.861  0.08

As for the lowest unoccupied orbital energy: 0.3 eV. As for the HOMO energy: -9.6 eV. Its structure (SMILES) is C=C=C(C)C=O.C=N. The charge is 0. For the frontier orbital gap, the calculation gives 9.95 eV.

Order of stability, best first: z, x, w, y

w:
The molecule C6H9NO. Source: OMol25; level of theory: wB97M-V/def2-TZVPD.

Each line ends with the Löwdin charge.
Element x y z (Å)
C  -0.156  -0.803  1.154  -0.26
H  -1.700  0.313  2.338  0.11
C  -0.209  0.207  -0.941  -0.37
H  -0.391  -1.768  -1.121  0.09
C  -0.929  0.422  1.561  -0.05
C  1.027  0.531  -0.215  -0.26
O  -0.009  -1.063  -1.665  -0.04
C  -1.169  -0.175  0.148  -0.12
H  1.510  -1.435  0.181  0.12
N  1.178  -0.611  0.672  0.03
C  0.880  1.066  -1.606  0.05
H  -2.181  -0.488  -0.108  0.13
H  -0.443  1.383  1.651  0.09
H  -0.310  -1.733  1.678  0.14
H  0.736  2.148  -1.641  0.11
H  0.862  1.391  0.423  0.12
H  1.304  0.616  -2.507  0.11

As for the lowest unoccupied orbital energy: 1.0 eV. As for the HOMO energy: -8.5 eV. Its structure (SMILES) is O[C@]12C[C@@H]1N[C@H]1C[C@H]12. The charge is 0. For the frontier orbital gap, the calculation gives 9.45 eV.

x:
The molecule C6H9NO. Source: OMol25; level of theory: wB97M-V/def2-TZVPD.

Each line ends with the Löwdin charge.
Element x y z (Å)
C  -0.560  -0.269  -0.959  -0.33
H  -1.085  -0.804  -2.931  0.06
C  -1.165  -1.022  1.174  -0.01
H  0.500  1.264  -2.567  0.10
H  -1.167  -0.902  2.250  0.07
C  0.757  0.279  -0.914  -0.27
H  0.654  1.931  0.410  0.14
C  -1.425  -0.628  -1.920  0.09
H  2.446  0.718  1.629  0.09
H  -1.318  -2.009  0.750  0.08
O  1.217  1.099  -1.935  0.02
H  0.946  0.676  2.564  0.08
H  -2.474  -0.756  -1.696  0.06
C  0.702  0.839  0.436  -0.13
C  1.426  0.328  1.645  -0.08
N  -0.923  0.017  0.421  -0.03
H  1.468  -0.762  1.645  0.08

As for the lowest unoccupied orbital energy (alpha / beta): 0.2 / -0.4 eV. As for the HOMO energy (alpha / beta): -7.3 / -6.6 eV. The charge is 0. For the frontier orbital gap (alpha / beta), the calculation gives 7.54 / 6.25 eV.

y:
The molecule C6H9NO. Source: OMol25; level of theory: wB97M-V/def2-TZVPD.

Each line ends with the Löwdin charge.
Element x y z (Å)
C  -0.904  -0.348  0.684  -0.11
H  0.420  1.581  1.057  0.08
H  -2.604  0.742  0.169  0.10
C  1.627  -0.080  0.874  -0.52
C  0.447  -0.876  0.399  -0.25
C  -1.191  0.842  -1.498  -0.09
H  -1.201  1.931  -1.558  0.08
H  -1.884  0.469  -2.254  0.08
H  -0.194  0.480  -1.729  0.07
N  1.356  1.227  1.110  0.18
H  2.100  1.819  1.439  0.11
H  1.675  -2.367  -0.389  0.08
H  -0.136  -2.639  -0.601  0.08
C  -1.624  0.400  -0.140  -0.16
C  0.666  -2.023  -0.232  0.11
H  -1.291  -0.605  1.665  0.11
O  2.738  -0.552  1.003  0.05

As for the lowest unoccupied orbital energy: 0.9 eV. As for the HOMO energy: -9.5 eV. Its structure (SMILES) is C=C(/C=C\C)C(N)=O. The charge is 0. For the frontier orbital gap, the calculation gives 10.34 eV.

z:
A structure of composition C6H9NO. Source: OMol25; level of theory: wB97M-V/def2-TZVPD.

Each line ends with the Löwdin charge.
Element x y z (Å)
H  -0.423  -0.601  -1.872  0.16
C  -0.843  1.057  0.380  -0.14
H  0.655  1.881  -1.374  0.17
C  -0.466  -0.297  1.185  -0.17
H  -0.747  -0.499  2.179  0.13
H  -1.556  -2.022  0.170  0.22
C  -0.055  -1.014  -0.919  -0.20
H  -1.283  1.930  0.705  0.11
C  -1.151  -0.818  -0.010  -0.37
C  0.865  -0.101  -0.504  -0.49
N  0.902  -0.648  0.865  0.04
H  1.408  1.613  0.414  0.14
H  1.936  -0.249  -0.919  0.18
O  -1.816  0.337  -0.374  0.01
C  0.601  1.290  -0.340  -0.06
H  0.456  -1.975  -0.903  0.15
H  1.518  0.116  1.318  0.13

As for the lowest unoccupied orbital energy: 0.9 eV. As for the HOMO energy: -9.2 eV. The charge is 0. For the frontier orbital gap, the calculation gives 10.06 eV.

Order of stability, best first: y, z, w, x

w:
The molecule C6H9NO. Source: OMol25; level of theory: wB97M-V/def2-TZVPD.

Each line ends with the Löwdin charge.
Element x y z (Å)
H  -1.708  1.051  1.422  0.08
H  1.132  0.799  -2.639  0.10
C  -0.663  -1.072  -0.134  -0.33
H  -0.247  1.985  1.802  0.09
C  0.067  0.347  0.469  -0.41
H  -0.377  -3.189  -0.209  0.08
C  -0.636  0.977  1.620  -0.03
N  1.545  0.399  0.334  0.24
H  -0.485  0.379  2.523  0.08
H  -0.375  -2.496  1.429  0.09
C  0.703  1.480  -1.901  0.00
C  0.759  0.885  -0.587  -0.30
H  -0.329  1.711  -2.169  0.09
O  -1.672  -1.034  -0.814  0.07
H  1.295  2.400  -1.899  0.09
C  -0.050  -2.340  0.397  -0.02
H  1.041  -2.284  0.356  0.08

As for the lowest unoccupied orbital energy: 0.9 eV. As for the HOMO energy: -8.7 eV. Its structure (SMILES) is CC(=O)[C@@]1(C)N=C1C. The charge is 0. For the frontier orbital gap, the calculation gives 9.61 eV.

x:
The molecule C6H9NO. Source: OMol25; level of theory: wB97M-V/def2-TZVPD.

Each line ends with the Löwdin charge.
Element x y z (Å)
H  -0.161  2.539  0.665  0.12
C  -1.647  0.862  0.068  -0.18
H  -0.383  -1.234  -1.958  0.11
N  1.921  0.399  -0.312  0.14
H  -0.552  -2.292  -0.713  0.14
H  0.619  0.052  1.999  0.05
C  0.456  -0.698  1.302  -0.07
H  -0.571  -1.260  1.415  0.13
H  2.420  0.334  -1.143  0.09
C  0.753  -0.499  -0.162  -0.39
H  0.293  1.185  -1.611  0.14
H  -2.738  1.009  0.418  0.16
C  -0.399  -1.165  -0.878  -0.05
H  1.314  -1.355  1.655  0.10
C  0.704  0.999  -0.644  -0.27
O  -1.631  -0.386  -0.314  -0.13
C  -0.398  1.513  0.213  -0.09

As for the lowest unoccupied orbital energy: 0.8 eV. As for the HOMO energy: -7.9 eV. Its structure (SMILES) is C[C@]12COC=C[C@H]1N2. The charge is 0. For the frontier orbital gap, the calculation gives 8.72 eV.

y:
The molecule C6H9NO. Source: OMol25; level of theory: wB97M-V/def2-TZVPD.

Each line ends with the Löwdin charge.
Element x y z (Å)
C  -0.849  -0.866  -0.271  -0.01
H  -3.048  -0.389  0.797  0.11
H  3.359  -1.247  0.094  0.04
H  -1.985  1.976  -0.518  0.14
H  -2.136  1.442  1.065  0.08
H  -3.210  -0.563  -0.964  0.11
N  2.159  0.373  -0.200  0.04
C  0.987  1.109  -0.019  -0.45
H  2.814  1.033  -0.186  0.07
C  -0.349  0.315  0.134  -0.08
C  2.380  -1.035  0.099  -0.06
C  -1.862  0.992  0.120  -0.18
C  -2.425  -0.376  -0.151  -0.17
H  -0.392  -1.908  -0.345  0.09
O  0.950  2.284  -0.164  0.10
H  1.587  -1.814  -0.503  0.13
H  2.020  -1.325  1.012  0.04

As for the lowest unoccupied orbital energy: 0.8 eV. As for the HOMO energy: -9.7 eV. Its structure (SMILES) is CNC(=O)C1=CCC1. The charge is 0. For the frontier orbital gap, the calculation gives 10.47 eV.

Order of stability, best first: w, y, x

w:
A cluster of 2 separate species, C6H9NO in total. Source: OMol25; level of theory: wB97M-V/def2-TZVPD.

Each line ends with the Löwdin charge.
Element x y z (Å)
H  1.229  1.642  0.347  0.06
C  1.224  -0.350  -0.593  -0.55
H  1.510  -1.189  1.279  0.07
H  -3.809  0.480  -1.222  0.08
H  2.626  0.852  0.668  0.05
C  1.478  -1.548  0.247  -0.03
C  -3.125  0.753  -0.398  0.03
C  -1.166  0.383  0.950  -0.24
H  0.581  -2.226  0.068  0.10
H  2.337  -2.093  -0.144  0.09
H  -3.567  1.475  0.358  0.10
C  1.938  0.937  -0.104  -0.03
N  -0.404  0.628  1.753  0.18
C  -2.092  0.015  -0.087  -0.17
H  2.336  1.489  -0.977  0.09
O  0.550  -0.345  -1.580  0.06
H  -1.647  -0.901  -0.564  0.12

As for the lowest unoccupied orbital energy: 0.5 eV. As for the HOMO energy: -9.7 eV. Its structure (SMILES) is CC(C)=O.C=CC#N. The charge is 0. For the frontier orbital gap, the calculation gives 10.14 eV.

x:
The molecule C6H9NO. Source: OMol25; level of theory: wB97M-V/def2-TZVPD.

Each line ends with the Löwdin charge.
Element x y z (Å)
H  -0.400  0.163  -2.521  0.09
H  -2.446  -1.662  0.123  0.08
C  0.788  0.023  -0.627  0.04
O  2.459  -1.159  0.483  0.06
H  -1.546  0.712  1.639  0.08
N  2.733  1.068  0.159  0.16
C  -0.208  0.067  -1.471  -0.01
C  -1.359  -1.590  0.140  -0.06
C  -0.945  -0.195  -0.217  -0.37
C  2.043  -0.105  0.044  -0.55
H  -1.018  1.863  0.407  0.08
H  -1.013  -1.861  1.139  0.09
H  -2.588  1.068  0.255  0.08
H  -0.951  -2.312  -0.564  0.08
C  -1.552  0.930  0.572  -0.06
H  3.614  1.052  0.644  0.11
H  2.388  1.938  -0.206  0.10

As for the lowest unoccupied orbital energy: 0.9 eV. As for the HOMO energy: -8.8 eV. Its structure (SMILES) is CC1(C)C=C1C(N)=O. The charge is 0. For the frontier orbital gap, the calculation gives 9.61 eV.

y:
The molecule C6H9NO. Source: OMol25; level of theory: wB97M-V/def2-TZVPD.

Each line ends with the Löwdin charge.
Element x y z (Å)
H  -0.600  -0.501  -2.308  0.12
H  1.522  -1.347  0.174  0.13
C  1.013  -0.727  0.952  -0.07
N  -0.663  0.546  1.349  0.04
C  0.621  0.736  0.588  -0.22
H  -1.641  0.586  -1.375  0.14
H  -0.462  0.743  2.307  0.09
H  -2.201  -1.354  -0.212  0.11
C  0.390  0.714  -0.908  -0.39
C  -1.108  -1.240  -0.258  -0.14
H  1.215  1.628  0.803  0.15
O  1.130  1.292  -1.662  0.09
C  -0.792  -0.137  -1.302  -0.09
H  1.533  -0.739  1.920  0.11
H  -0.652  -2.189  -0.549  0.11
H  -0.824  -1.524  1.956  0.13
C  -0.506  -0.923  1.118  -0.31

As for the lowest unoccupied orbital energy: 0.9 eV. As for the HOMO energy: -8.9 eV. Its structure (SMILES) is O=C1CC[C@H]2C[C@@H]1N2. The charge is 0. For the frontier orbital gap, the calculation gives 9.82 eV.

Order of stability, best first: y, w, x